# 1
56
Properties=species:S:1:pos:R:3:lowdin_charge:R:1 method="wB97M-V/def2-TZVPD" total_charge=-2 homo_energy_ev="-2.40 / -2.11" multiplicity=2 e_lumo_ev="4.64 / 4.64" s_squared=0.804 orbital_gap_ev="7.04 / 6.76" relative_energy_kj_mol=0.0
Ru -0.392 0.095 -0.220 1.184
C -3.101 -2.735 -2.332 -0.016
C -1.795 -2.077 -1.940 -0.382
O -1.724 -1.648 -0.791 -0.033
C -0.705 -2.009 -2.912 -0.100
C -0.917 -2.481 -4.218 -0.061
C 0.080 -2.525 -5.164 -0.128
C 1.365 -2.095 -4.798 -0.112
C 1.615 -1.624 -3.537 -0.020
C 0.593 -1.529 -2.547 -0.341
O 0.908 -1.050 -1.399 -0.200
H -3.725 -2.791 -1.444 0.084
H -2.948 -3.732 -2.746 0.077
H -3.603 -2.121 -3.083 0.090
H -1.908 -2.818 -4.494 0.095
H -0.122 -2.882 -6.166 0.080
H 2.170 -2.125 -5.524 0.091
H 2.598 -1.272 -3.248 0.105
F -1.330 -3.304 5.159 0.066
B -2.074 -2.253 4.584 -1.242
F -1.961 -1.097 5.402 0.057
F -3.434 -2.627 4.508 0.065
F -1.585 -1.956 3.299 0.085
C -1.137 2.019 4.480 -0.051
C -1.245 2.011 2.977 -0.293
C -0.607 3.026 2.202 -0.073
C -0.681 3.040 0.846 -0.090
C -1.404 2.017 0.157 -0.408
C -2.066 1.010 0.908 -0.185
C -1.965 1.047 2.332 -0.037
S -1.662 2.209 -1.608 0.409
O -2.058 0.823 -1.928 -0.388
O -2.697 3.194 -1.850 -0.348
O -0.354 2.565 -2.147 -0.361
H -0.222 2.521 4.804 0.065
H -1.146 1.003 4.875 0.063
H -1.980 2.550 4.933 0.075
H -0.038 3.796 2.716 0.100
H -0.193 3.805 0.255 0.110
H -2.839 0.402 0.453 0.106
H -2.457 0.269 2.902 0.113
C 3.655 1.822 1.749 -0.243
Ge 2.759 0.672 0.409 0.742
C 2.913 1.586 -1.318 -0.223
C 3.746 -1.029 0.348 -0.230
C 0.911 0.408 0.982 -0.340
H 4.703 1.990 1.489 0.001
H 3.610 1.363 2.739 0.007
H 3.151 2.789 1.800 0.003
H 3.902 1.414 -1.750 0.007
H 2.765 2.661 -1.194 0.014
H 2.148 1.231 -2.005 -0.004
H 4.797 -0.859 0.099 0.003
H 3.289 -1.666 -0.410 -0.001
H 3.691 -1.542 1.309 0.012
H 0.707 0.509 2.056 0.000



# 2
92
Properties=species:S:1:pos:R:3:lowdin_charge:R:1 method="wB97M-V/def2-TZVPD" total_charge=-1 homo_energy_ev="-4.94 / -4.94" multiplicity=2 e_lumo_ev="0.83 / 0.44" s_squared=0.774 orbital_gap_ev="5.77 / 5.38" relative_energy_kj_mol=202.9
Re 2.298 0.970 -0.828 0.740
Se 3.398 -1.256 -1.690 0.054
Se 5.385 -0.838 -2.730 -0.182
Te 5.598 1.715 -3.152 0.298
Se 4.436 2.304 -0.981 0.016
N 0.549 0.404 -0.674 -0.114
C -0.683 0.129 -0.606 -0.239
C -1.076 -1.342 -0.461 -0.260
C -1.084 -1.730 0.992 -0.020
C -2.153 -2.241 1.597 -0.051
C -3.420 -2.461 0.890 -0.077
C -3.519 -2.256 -0.421 -0.069
C -2.320 -1.886 -1.237 -0.147
C -1.714 1.200 -0.675 -0.135
C -2.969 1.008 -0.097 -0.015
C -3.933 2.003 -0.163 -0.075
C -3.657 3.205 -0.798 -0.096
C -2.401 3.412 -1.352 -0.079
C -1.436 2.422 -1.285 -0.039
H -0.171 -1.549 1.539 0.098
H -2.104 -2.497 2.649 0.106
H -4.281 -2.779 1.465 0.106
H -4.464 -2.386 -0.932 0.110
H -2.591 -1.217 -2.057 0.152
H -3.188 0.083 0.417 0.097
H -4.904 1.834 0.285 0.103
H -4.417 3.973 -0.864 0.097
H -2.176 4.349 -1.846 0.100
H -0.460 2.575 -1.721 0.046
S 1.480 1.562 -3.282 0.684
C 2.269 3.005 -3.734 -0.812
N 2.381 4.028 -2.847 0.062
C 2.947 5.203 -3.145 -0.046
C 3.396 5.422 -4.413 -0.033
C 3.269 4.344 -5.297 -0.118
N 2.750 3.181 -4.976 0.073
H 2.101 3.842 -1.883 0.066
H 3.017 5.920 -2.339 0.142
H 3.844 6.358 -4.705 0.105
H 3.639 4.429 -6.314 0.118
O 2.440 3.013 1.561 0.095
B 1.894 2.782 0.275 -0.742
O 1.325 4.009 -0.168 0.056
C 1.536 4.931 0.826 -0.204
C 1.181 6.258 0.859 -0.002
C 1.541 6.976 2.001 -0.098
C 2.224 6.367 3.047 -0.093
C 2.574 5.017 2.998 0.015
C 2.212 4.320 1.868 -0.207
H 0.646 6.721 0.040 0.115
H 1.280 8.023 2.071 0.097
H 2.491 6.950 3.918 0.098
H 3.112 4.530 3.800 0.121
C 3.453 -1.965 2.195 0.007
C 2.732 -0.665 1.994 -0.332
O 3.086 0.050 1.059 -0.151
C 1.663 -0.282 2.950 -0.150
C 1.648 -0.831 4.233 -0.020
C 0.704 -0.420 5.158 -0.071
C -0.247 0.528 4.803 -0.069
C -0.262 1.052 3.518 -0.046
C 0.692 0.653 2.599 -0.030
H 3.981 -2.211 1.277 0.070
H 2.752 -2.758 2.453 0.094
H 4.182 -1.870 3.004 0.099
H 2.383 -1.573 4.515 0.111
H 0.709 -0.842 6.154 0.104
H -0.977 0.856 5.532 0.104
H -1.017 1.771 3.228 0.113
H 0.675 1.043 1.595 0.071
O -1.317 -8.812 -0.438 -0.489
S -2.179 -9.030 0.707 0.767
O -1.856 -8.219 1.863 -0.494
O -3.951 -8.194 0.042 -0.197
C -3.913 -7.113 -0.631 -0.536
N -4.953 -6.853 -1.480 0.124
C -4.841 -5.772 -2.224 -0.165
C -3.751 -4.908 -2.190 -0.047
C -2.778 -5.210 -1.244 -0.246
N -2.872 -6.272 -0.464 0.180
C -1.559 -4.377 -1.059 -0.114
C -0.542 -4.846 -0.335 0.032
C 0.701 -4.079 -0.191 -0.122
N 0.914 -2.906 -0.634 0.058
C -0.183 -2.268 -1.336 -0.225
C -1.435 -3.067 -1.778 -0.120
H -5.673 -5.574 -2.897 0.095
H -3.682 -4.061 -2.858 0.094
H -0.627 -5.820 0.133 0.108
H 1.528 -4.556 0.335 0.108
H 0.239 -1.691 -2.161 0.128
H -1.520 -3.246 -2.852 0.145



# 3
90
Properties=species:S:1:pos:R:3:lowdin_charge:R:1 method="wB97M-V/def2-TZVPD" homo_energy_ev=-5.96 e_lumo_ev=0.15 orbital_gap_ev=6.11 relative_energy_kj_mol=87.8
Tl 0.557 0.580 0.099 0.932
C -0.750 1.227 -3.915 -0.047
C 0.096 0.010 -3.558 -0.403
C 0.737 -0.613 -4.794 -0.057
C -0.696 -1.049 -2.788 -0.272
C -1.926 -1.589 -3.538 -0.067
O -3.030 -1.324 -2.645 0.007
C -2.522 -0.684 -1.559 -0.308
N -1.262 -0.510 -1.539 0.090
C -3.553 -0.299 -0.556 -0.113
C -4.851 -0.109 -1.042 -0.012
C -5.894 0.205 -0.190 -0.063
C -5.662 0.298 1.173 -0.061
C -4.383 0.095 1.664 -0.081
C -3.307 -0.179 0.820 -0.254
P -1.658 -0.533 1.559 1.072
C -1.596 0.407 3.111 -0.374
C -0.880 -0.128 4.184 -0.096
C -0.635 0.639 5.315 -0.078
C -1.085 1.951 5.379 -0.087
C -1.767 2.499 4.301 -0.078
C -2.013 1.736 3.168 -0.099
C -1.907 -2.281 2.014 -0.346
C -2.622 -2.699 3.135 -0.083
C -2.815 -4.052 3.376 -0.076
C -2.305 -4.997 2.495 -0.084
C -1.596 -4.588 1.374 -0.074
C -1.393 -3.236 1.139 -0.097
H -0.119 2.000 -4.360 0.080
H -1.226 1.656 -3.029 0.078
H -1.528 0.986 -4.647 0.081
H 0.899 0.348 -2.894 0.084
H -0.020 -0.953 -5.511 0.084
H 1.364 -1.472 -4.534 0.069
H 1.367 0.116 -5.309 0.086
H -0.011 -1.860 -2.521 0.138
H -1.894 -2.657 -3.732 0.130
H -2.121 -1.063 -4.470 0.114
H -5.037 -0.209 -2.101 0.118
H -6.887 0.362 -0.593 0.108
H -6.474 0.518 1.856 0.109
H -4.211 0.158 2.731 0.104
H -0.500 -1.144 4.129 0.104
H -0.084 0.209 6.144 0.104
H -0.889 2.551 6.261 0.101
H -2.097 3.531 4.332 0.106
H -2.509 2.190 2.319 0.107
H -3.025 -1.967 3.824 0.106
H -3.366 -4.370 4.254 0.104
H -2.456 -6.053 2.686 0.103
H -1.188 -5.322 0.689 0.104
H -0.812 -2.916 0.279 0.096
O 1.152 -1.740 2.006 0.013
C 1.637 -1.119 1.112 -0.386
C 2.033 3.248 1.647 -0.094
C 1.479 3.449 0.230 -0.662
C 1.105 4.940 0.088 -0.060
C 0.169 2.641 0.092 -0.271
C 2.532 3.102 -0.830 -0.210
C 3.808 2.641 -0.516 -0.054
C 4.709 2.259 -1.512 -0.099
C 4.358 2.347 -2.848 -0.110
C 3.090 2.823 -3.180 -0.089
C 2.198 3.187 -2.187 -0.056
H 1.237 3.463 2.361 0.080
H 2.890 3.897 1.858 0.085
H 2.351 2.212 1.820 0.060
H 0.321 5.186 0.812 0.083
H 0.722 5.156 -0.912 0.074
H 1.971 5.586 0.269 0.087
H -0.377 2.907 -0.820 -0.028
H 4.123 2.573 0.518 0.100
H 5.692 1.896 -1.232 0.104
H 5.056 2.052 -3.622 0.099
H 2.799 2.909 -4.222 0.100
H 1.204 3.527 -2.455 0.106
F 4.212 -4.636 1.916 0.056
C 3.714 -3.664 1.127 -0.281
C 3.102 -4.127 -0.107 0.008
C 2.745 -3.245 -1.048 -0.036
C 2.934 -1.813 -0.835 -0.284
C 2.814 -0.922 -1.826 0.064
C 3.131 -1.385 0.597 -0.235
C 3.815 -2.389 1.457 0.021
H 3.005 -5.196 -0.254 0.117
H 2.367 -3.580 -2.009 0.115
H 2.559 -1.244 -2.836 0.062
H 3.013 0.135 -1.669 0.049
H 3.599 -0.398 0.629 0.136
H 4.275 -2.093 2.390 0.131



# 4
9
Properties=species:S:1:pos:R:3:lowdin_charge:R:1 method="wB97M-V/def2-TZVPD" homo_energy_ev=-9.84 e_lumo_ev=-0.78 orbital_gap_ev=9.06 relative_energy_kj_mol=136.4
C 2.380 -0.415 0.180 -0.659
N 1.319 0.257 -0.222 0.117
N -0.244 -0.348 0.750 -0.379
O 2.438 -1.421 0.814 0.092
F 3.539 0.157 -0.308 0.055
S -1.155 -1.244 -0.213 0.774
H 1.354 1.226 -0.478 0.097
H 0.334 -0.926 1.357 0.016
H -1.899 -0.214 -0.687 -0.113